C26H24F6N4PPdSSb as an isolated structure. Source: the OMol25 dataset; level of theory: wB97M-V/def2-TZVPD.

Geometry as ORCA input:
```
! wB97M-V def2-TZVPD RIJCOSX def2/J DEFGRID3
* xyz -1 2
Pd -0.26567 -0.44862 0.48270
N 2.11911 -0.30117 -3.17287
C 1.16881 -0.38053 -2.19316
S 1.81663 -0.57265 -0.51380
N -0.07898 -0.40891 -2.47312
N -0.91952 -0.45703 -1.40241
C -2.23531 -0.67015 -1.56710
C -2.84375 -0.99935 -2.87564
C -2.55657 -0.26962 -4.03124
C -3.12224 -0.62082 -5.24770
C -3.98478 -1.70506 -5.33905
C -4.28155 -2.43553 -4.19736
C -3.71349 -2.08713 -2.98065
C -3.00186 -0.54426 -0.38323
C -4.41997 -0.47845 -0.35569
C -5.07680 -0.19853 0.80618
C -4.33845 0.05150 1.98188
C -2.97371 -0.02389 1.91101
N -2.30181 -0.34307 0.79370
H 2.94915 0.19596 -2.86454
H 1.75195 0.02748 -4.05243
H -1.89408 0.58024 -3.96783
H -2.88359 -0.04217 -6.13175
H -4.41538 -1.98343 -6.29297
H -4.94714 -3.28814 -4.25593
H -3.92632 -2.67704 -2.09740
H -4.96350 -0.61524 -1.27903
H -6.15843 -0.14364 0.81771
H -4.81838 0.30885 2.91497
H -2.37332 0.16792 2.78901
F 0.59406 1.96678 0.15066
Sb 2.51298 1.84847 0.05163
F 3.52189 1.43319 -1.59578
F 2.18521 3.33589 -1.09858
F 4.28638 1.57230 0.67781
F 2.48737 3.22127 1.37017
F 2.25903 0.73689 1.74013
C 1.89959 -1.76934 2.99435
P 0.44558 -0.72912 2.64566
C 0.47069 0.65353 3.80951
C 1.13685 0.59894 5.02862
C 1.17652 1.71602 5.84989
C 0.56554 2.89573 5.44845
C -0.08615 2.95899 4.22495
C -0.13331 1.84158 3.40529
C -0.82232 -1.86536 3.40875
C -1.29334 -2.92681 2.63251
C -2.25760 -3.79580 3.11779
C -2.77171 -3.61922 4.39615
C -2.30532 -2.57845 5.18357
C -1.33681 -1.70862 4.69347
H 1.83286 -2.16217 4.00783
H 2.81186 -1.19220 2.85469
H 1.88249 -2.60259 2.29256
H 1.63460 -0.31154 5.34013
H 1.69944 1.67027 6.79704
H 0.62002 3.77350 6.08062
H -0.52759 3.88793 3.88881
H -0.58508 1.90640 2.42231
H -0.91406 -3.05026 1.62463
H -2.62017 -4.60182 2.49169
H -3.53509 -4.28796 4.77474
H -2.70187 -2.43282 6.18124
H -0.99547 -0.88774 5.31183
*
```

As for the expectation value of S²: 0.77. The calculation puts the relative energy (zero: lowest compared OMol25 entry of this formula, charge and spin) at 136.11 kJ/mol. As for the max |F|: 1.4 eV/A. The energy is -2931.305083 Eh.

Atomic partial charges in e from the Mulliken method, atoms 1 to 6:
1 Pd 0.69
2 N -0.54
3 C 0.56
4 S -0.64
5 N -1.15
6 N 0.75


One molecule with the formula C26H24N4OS. Source: the OMol25 dataset; level of theory: wB97M-V/def2-TZVPD.

Geometry as ORCA input:
```
! wB97M-V def2-TZVPD RIJCOSX def2/J DEFGRID3
* xyz 0 1
N -1.85406 -3.47560 -3.84777
C -1.63502 -2.52891 -3.23207
C -1.41635 -1.36301 -2.49681
C -0.34503 -1.23820 -1.66849
N 0.52134 -2.24043 -1.44205
C 1.42563 -2.17484 -0.51157
N 2.26448 -3.23176 -0.38793
H 3.15964 -3.11009 0.05009
H 2.18910 -3.91658 -1.12319
C 1.47941 -1.03860 0.38217
C 0.74316 0.06322 -0.01916
N -0.08775 0.04732 -1.09969
C -0.51011 1.15830 -1.81250
C -1.59638 1.04226 -2.61119
C -2.03482 2.11217 -3.50581
O -2.97441 1.98522 -4.26435
C -1.26216 3.41360 -3.39898
C 0.20320 3.16450 -3.07426
C 0.31860 2.40512 -1.75542
H 1.36316 2.15387 -1.55608
H -0.03384 3.04261 -0.93745
H 0.74175 4.11123 -3.00333
H 0.65700 2.57559 -3.87473
H -1.37818 3.96468 -4.33315
H -1.72361 4.00589 -2.60239
C -2.40735 -0.22812 -2.56106
C -3.33225 -0.23981 -1.35290
C -3.65826 -1.43389 -0.72304
C -4.49739 -1.44198 0.37711
C -5.02296 -0.25710 0.86224
C -4.71171 0.93573 0.23295
C -3.87283 0.94369 -0.86694
H -3.64549 1.87865 -1.35841
H -5.12475 1.86497 0.59832
H -5.67622 -0.26338 1.72250
H -4.74180 -2.37925 0.85559
H -3.25762 -2.36512 -1.09703
H -3.01990 -0.29564 -3.46764
S 0.90553 1.37816 1.09250
C 1.95586 0.42420 2.11570
C 2.15769 -0.82804 1.62661
C 2.92313 -1.90946 2.33392
H 3.96001 -1.93784 1.98190
C 2.90911 -1.75640 3.85596
C 3.93316 -0.75272 4.38436
C 3.94109 0.57515 3.62742
H 4.47236 1.31644 4.22703
H 4.48400 0.46776 2.68641
C 2.53317 1.08850 3.32206
H 2.56768 2.16392 3.13106
H 1.88673 0.93909 4.19232
H 4.93243 -1.19074 4.32970
H 3.71579 -0.56636 5.43835
H 1.90402 -1.46715 4.16636
H 3.11942 -2.72800 4.30826
H 2.45261 -2.86282 2.08451
*
```

The calculation puts the relative energy (zero: lowest compared OMol25 entry of this formula, charge and spin) at 0.00 kJ/mol. As for the max |F|: 1.1 eV/A. The energy is -1697.652663 Eh.

Atomic partial charges in e from the Mulliken method, atoms 1 to 6:
1 N -0.66
2 C 0.26
3 C -1.48
4 C 0.98
5 N -0.68
6 C 0.73